C29H52BNO9S | wB97M-V/def2-TZVPD

Output
**Kohn-Sham gap**: 0.3170 hartree
**Charge**: 0
**HOMO level**: -8.2 eV
**Structure (SMILES)**: CB(O)c1ccc2c(c1)Sc1ccccc1N2.COCCOC.COCCOC.COCCOC.COCCOC

Geometry as XYZ:
```
93
C29H52BNO9S wB97M-V/def2-TZVPD
C -2.87 -1.83 -2.48
B -1.29 -1.91 -2.50
O -0.65 -1.74 -3.73
C -0.44 -2.17 -1.19
C -0.52 -3.38 -0.51
C 0.20 -3.62 0.63
C 1.03 -2.65 1.14
C 1.10 -1.44 0.48
C 0.39 -1.20 -0.66
S 2.17 -0.23 1.24
C 1.83 -0.53 2.97
C 1.71 0.48 3.89
C 1.42 0.14 5.19
C 1.23 -1.18 5.52
C 1.36 -2.21 4.61
C 1.66 -1.86 3.31
N 1.79 -2.89 2.32
H -3.33 -2.83 -2.49
H -3.21 -1.31 -3.38
H -3.19 -1.33 -1.56
H -0.87 -0.84 -4.02
H -1.17 -4.15 -0.92
H 0.13 -4.56 1.18
H 0.47 -0.22 -1.15
H 1.84 1.52 3.61
H 1.30 0.89 5.97
H 0.97 -1.42 6.56
H 1.24 -3.25 4.87
H 2.77 -3.09 2.11
C -3.92 3.28 6.74
O -3.29 4.53 6.97
C -2.10 4.42 7.73
C -0.86 4.49 6.86
O -0.76 3.36 6.00
C -1.17 3.63 4.67
H -4.68 3.43 5.98
H -3.21 2.53 6.40
H -4.41 2.94 7.66
H -2.10 3.50 8.32
H -2.08 5.26 8.43
H 0.02 4.48 7.50
H -0.85 5.42 6.28
H -0.40 4.23 4.16
H -2.13 4.16 4.64
H -1.27 2.68 4.15
C 2.45 0.41 -3.52
O 2.20 1.50 -2.64
C 3.23 1.68 -1.68
C 4.16 2.82 -2.05
O 4.91 2.52 -3.22
C 4.40 3.15 -4.38
H 1.75 0.48 -4.35
H 3.47 0.44 -3.92
H 2.29 -0.54 -3.00
H 3.79 0.75 -1.54
H 2.74 1.92 -0.73
H 4.88 2.97 -1.24
H 3.59 3.75 -2.18
H 4.63 4.22 -4.36
H 3.32 3.02 -4.47
H 4.88 2.71 -5.25
C 3.34 -3.94 -1.84
O 3.95 -2.68 -1.61
C 5.14 -2.80 -0.83
C 6.38 -2.69 -1.71
O 6.49 -3.81 -2.58
C 6.08 -3.52 -3.90
H 2.58 -3.80 -2.61
H 4.06 -4.68 -2.19
H 2.85 -4.30 -0.93
H 5.15 -3.73 -0.26
H 5.14 -1.96 -0.12
H 7.26 -2.70 -1.06
H 6.37 -1.76 -2.27
H 6.84 -2.90 -4.40
H 5.12 -3.01 -3.93
H 5.99 -4.46 -4.44
C -7.56 2.09 -4.16
O -8.31 0.93 -3.83
C -7.66 -0.28 -4.22
C -6.99 -0.95 -3.04
O -5.90 -0.19 -2.56
C -6.21 0.53 -1.38
H -8.01 2.93 -3.64
H -6.51 2.00 -3.86
H -7.61 2.27 -5.24
H -6.94 -0.09 -5.02
H -8.44 -0.94 -4.61
H -6.59 -1.91 -3.38
H -7.71 -1.15 -2.25
H -6.27 -0.15 -0.52
H -7.15 1.07 -1.47
H -5.41 1.24 -1.20
```

Mulliken population analysis, charges in e, atoms 1 to 8: number 1, C, carries -0.961; number 2, B, carries 0.526; number 3, O, carries -0.561; number 4, C, carries 0.098; number 5, C, carries -0.566; number 6, C, carries -0.424; number 7, C, carries -0.269; number 8, C, carries 0.803